29
Properties=species:S:1:pos:R:3:forces:R:3:lowdin_charge:R:1 method="wB97M-V/def2-TZVPD" homo_lumo_gap_ev=8.407 lumo_ev=0.4 largest_force_ev_per_a=1.57 e_above_lowest_kj_mol=275.6 homo_ev=-8.0 total_energy_ev=-23608.8896
Si 1.7550 0.8619 -0.7645 -0.027 0.006 -0.333 0.521
O -2.2497 -0.2443 2.1262 -0.058 -0.089 -0.326 0.108
O -1.6558 -0.6791 -0.0043 -0.449 0.403 -0.424 -0.006
O 0.3093 -0.7445 3.0101 0.051 -0.214 0.526 0.069
C 2.0055 -0.6099 -1.9480 -0.072 0.478 0.429 -0.185
C 0.3514 1.9930 -1.3976 0.486 -0.399 0.263 -0.181
C 1.2163 0.2361 0.8967 0.104 -0.025 -0.575 -0.056
C 0.7347 -0.2623 1.8876 0.227 0.410 0.212 -0.285
C -3.7616 0.3414 0.3566 0.072 -0.081 0.096 0.039
C 3.3761 1.8562 -0.5807 -0.519 -0.342 -0.019 -0.183
C -2.5177 -0.2503 0.9482 -0.358 0.341 0.993 -0.477
C -0.8629 -2.7113 0.9839 -0.439 0.424 0.388 -0.094
C -0.6729 -1.5669 0.0495 0.865 -0.913 -0.935 -0.054
H 4.2386 1.2484 -0.8429 0.075 -0.133 -0.027 0.019
H -1.6893 -2.6325 1.6952 0.035 -0.121 0.120 0.075
H 2.9563 -1.1042 -1.7684 0.196 -0.016 0.083 0.021
H -4.4002 -0.4601 -0.0136 -0.001 -0.040 -0.053 0.099
H -1.0351 -3.5685 0.3266 0.047 0.040 -0.090 0.091
H 0.0726 -2.9106 1.5029 0.040 -0.021 -0.013 0.087
H -4.2933 0.9052 1.1175 0.031 -0.033 0.005 0.093
H 1.2177 -1.3425 -1.7990 -0.152 0.022 0.090 -0.007
H -0.6589 -0.6348 3.0594 -0.105 0.032 -0.199 0.095
H 0.6535 2.5554 -2.2764 0.135 0.049 -0.170 0.021
H 0.0398 2.7073 -0.6405 0.029 0.097 0.178 0.024
H 1.9863 -0.2979 -2.9885 0.036 0.168 -0.175 0.022
H 3.3855 2.7319 -1.2241 -0.068 0.096 -0.156 0.019
H 3.5185 2.2009 0.4381 -0.043 0.055 0.206 0.019
H -3.5033 0.9821 -0.4823 0.022 0.006 -0.061 0.093
H -0.5164 1.3999 -1.6677 -0.158 -0.196 -0.032 0.012


14
Properties=species:S:1:pos:R:3:forces:R:3:lowdin_charge:R:1 method="wB97M-V/def2-TZVPD" homo_lumo_gap_ev=8.198 lumo_ev=-0.2 largest_force_ev_per_a=1.94 e_above_lowest_kj_mol=138.3 homo_ev=-8.4 total_energy_ev=-28894.7778
S -0.6777 1.6445 -3.1658 0.369 -0.030 0.344 0.645
S -1.1184 1.1635 -0.2338 0.303 0.765 -1.757 1.001
N -0.3164 -0.1182 0.5384 -1.756 0.382 0.220 -0.430
N -1.5171 0.5210 2.4184 0.521 0.266 -1.347 0.060
C -0.6716 -0.2414 1.8440 0.233 -0.326 0.686 -0.367
C -0.2541 0.8959 -1.7919 -1.153 -0.108 0.816 -1.083
C 0.9236 -0.3930 -0.0881 0.466 -1.658 -0.434 -0.240
C 0.6914 -0.2676 -1.6008 0.182 0.183 0.668 -0.228
H -0.2120 -1.0848 2.3416 0.443 -0.225 0.120 0.126
H 0.1618 -1.1499 -1.9763 0.216 0.039 -0.063 0.126
H 1.6481 -0.1309 -2.1088 -0.287 -0.031 -0.217 0.120
H 1.2699 -1.3969 0.1936 -0.118 0.121 -0.129 0.133
H -1.5856 0.2687 3.3755 -0.404 -0.338 0.935 0.027
H 1.6583 0.2892 0.2540 0.985 0.961 0.159 0.110


16
Properties=species:S:1:pos:R:3:forces:R:3:lowdin_charge:R:1 method="wB97M-V/def2-TZVPD" homo_lumo_gap_ev=9.854 lumo_ev=1.1 largest_force_ev_per_a=2.57 e_above_lowest_kj_mol=133.1 homo_ev=-8.8 total_energy_ev=-6382.4800
C -0.2821 1.5526 0.3127 0.020 0.195 0.913 -0.061
C 0.1681 0.1941 -0.1342 0.292 -1.085 -1.484 -0.339
C 0.4540 0.1675 -1.6004 0.914 0.271 1.371 -0.173
C 0.4350 -0.8871 0.6081 -1.753 1.333 1.325 -0.096
C -0.1301 -0.8552 2.0299 0.726 -0.439 0.158 -0.108
C -0.0904 -0.6291 -2.4978 -0.721 -0.375 -0.843 0.010
H 1.2583 0.8946 -1.7153 -0.080 -0.075 -1.282 0.110
H 0.0378 -1.8047 2.5468 0.019 0.170 0.018 0.063
H -0.3959 2.2246 -0.5353 -0.301 -0.090 -0.013 0.074
H -0.9209 -1.3059 -2.2999 0.214 0.124 0.679 0.063
H 0.3324 -0.0605 2.6193 0.163 -0.058 0.094 0.069
H 0.1075 -0.6565 -3.5639 0.579 0.456 0.089 0.049
H -1.2036 -0.6474 2.0785 0.070 -0.111 -0.345 0.072
H 0.9397 -1.7710 0.2538 -0.181 -0.049 -0.331 0.101
H -1.1776 1.5592 0.9419 -0.147 -0.134 -0.346 0.080
H 0.4678 2.0246 0.9560 0.185 -0.133 -0.002 0.087